Below is a single C3H7NOS molecule at a distorted geometry, with properties calculated with ωB97M-V/def2-TZVPD.

Bonds (Å) are listed after each position.
CARTESIAN COORDINATES (ANGSTROEM)
1 N 2.5620 0.0906 -0.8825  C2 1.402, H7 1.060, H8 0.989
2 C 1.4933 0.5195 -0.0826  N1 1.402, O3 1.263, C4 1.482
3 O 1.4350 1.7070 0.3433  C2 1.263
4 C 0.4526 -0.5067 0.1633  C2 1.482, C5 1.559, H9 1.126, H10 1.104
5 C -0.9311 0.0145 -0.3316  C4 1.559, S6 1.846, H11 1.155, H12 1.123
6 S -2.3689 -0.7914 0.4990  C5 1.846, H13 1.301
7 H 3.3731 0.7587 -1.0249  N1 1.060
8 H 2.8184 -0.8547 -0.7435  N1 0.989
9 H 0.5439 -0.6758 1.2728  C4 1.126
10 H 0.6389 -1.5089 -0.2618  C4 1.104
11 H -0.9805 1.1655 -0.2559  C5 1.155
12 H -0.9031 0.0574 -1.4534  C5 1.123
13 H -3.0915 -0.7332 -0.5810  S6 1.301

## Properties
LUMO level: 0.0290 Eh
Charge: 0
Energy relative to the best compared isomer or geometry (same formula, charge and spin): 0.814 eV
SMILES string: NC(=O)CCS

Results of the natural (NBO) charge analysis, in e, for atoms 1 through 6: N -0.828; C 0.671; O -0.610; C -0.525; C -0.531; S -0.019